# 1
C3H7NO | the ωB97M-V functional and the def2-TZVPD basis

```
12
Properties=species:S:1:pos:R:3:forces:R:3
C 1.75858 0.16888 0.27118 0.240 0.159 0.093
N 0.52032 -0.59207 0.31411 -0.148 0.011 -0.144
C -0.63083 0.15209 0.52661 0.002 0.158 -0.071
C -1.71698 -0.11889 -0.49063 -0.157 0.026 -0.003
O -0.69849 1.02425 1.36852 0.050 -0.260 -0.349
H 1.75986 0.84418 -0.59676 0.131 -0.046 0.143
H 2.61374 -0.50342 0.19357 -0.080 0.051 0.104
H 1.83832 0.77339 1.17314 0.063 -0.114 -0.050
H 0.43810 -1.25068 -0.44775 -0.048 0.111 0.023
H -1.34769 0.30235 -1.43617 -0.156 -0.094 0.119
H -2.64404 0.38695 -0.22452 0.092 -0.117 0.059
H -1.89089 -1.18704 -0.65130 0.011 0.114 0.076
```
Forces are in eV/Å.

Properties
Total charge   0
HOMO   -9.66 eV
Relative energy (zero: lowest compared OMol25 entry of this formula, charge and spin)   49.1 kJ/mol
SMILES   CNC(C)=O


# 2
C3H7NO | the ωB97M-V functional and the def2-TZVPD basis

```
12
Properties=species:S:1:pos:R:3:forces:R:3
H -0.89893 -1.63973 -1.38116 -0.081 -0.268 0.096
N -0.89277 -1.12359 -0.50847 0.167 -0.435 0.195
C -0.15814 -1.68056 0.36163 -0.121 -0.171 -0.344
O 0.10653 -1.12615 1.54855 -0.045 0.093 -0.115
H 0.33891 -2.64641 0.25577 0.007 0.012 -0.002
H -0.08809 -0.16901 1.45218 -0.139 -0.262 0.098
C 0.20304 1.67666 0.73211 -0.033 0.362 -0.245
C -0.45468 1.39241 -0.39011 0.145 0.387 0.143
H -0.32886 1.97259 1.63320 0.077 -0.005 -0.057
H 1.28763 1.63702 0.78032 -0.124 0.071 0.009
H 0.06084 1.12080 -1.30634 -0.031 0.105 0.172
H -1.53785 1.39926 -0.44692 0.178 0.113 0.049
```
Forces are in eV/Å.

Properties
Total charge   0
HOMO   -9.40 eV
Relative energy (zero: lowest compared OMol25 entry of this formula, charge and spin)   204.1 kJ/mol
SMILES   [H]/N=C/O.C=C


# 3
C3H7NO | the ωB97M-V functional and the def2-TZVPD basis

```
12
Properties=species:S:1:pos:R:3:forces:R:3
C -0.17714 -1.67680 -1.02825 -0.046 -0.206 -0.140
N 0.08382 -0.48216 -0.27452 -0.196 0.343 0.032
C -0.61340 0.56061 -0.37969 0.145 -0.367 -0.039
O -0.35799 1.64254 0.37658 -0.041 -0.036 -0.058
C 0.73173 1.44412 1.27503 0.193 0.058 0.199
H -0.99579 -1.61538 -1.76141 0.061 0.121 0.110
H 0.74136 -1.96283 -1.55166 -0.177 -0.010 0.012
H -0.40329 -2.48130 -0.31959 -0.003 0.048 -0.180
H -1.47058 0.74399 -1.04103 0.174 -0.164 0.075
H 0.54228 0.57340 1.90960 0.038 0.185 -0.029
H 1.65201 1.25211 0.71510 -0.104 0.087 0.120
H 0.81456 2.35299 1.86941 -0.044 -0.058 -0.103
```
Forces are in eV/Å.

Properties
Total charge   0
HOMO   -9.69 eV
Relative energy (zero: lowest compared OMol25 entry of this formula, charge and spin)   145.2 kJ/mol
SMILES   C/N=C/OC


# 4
C3H7NO2 | the ωB97M-V functional and the def2-TZVPD basis

```
13
Properties=species:S:1:pos:R:3:forces:R:3
C -0.71091 -0.09136 0.53013 0.138 0.119 -0.090
C 1.10875 0.62704 -1.19465 -0.020 0.089 0.343
N -0.53017 -1.50887 0.66376 -0.028 0.052 -0.060
C 0.60590 0.69688 0.17121 -0.025 -0.380 0.284
O -1.67171 0.20346 -0.46437 0.124 -0.067 0.134
O 1.61698 0.57584 1.00831 -0.273 0.025 -0.493
H -2.43150 -0.37020 -0.30331 0.074 0.029 0.006
H -1.00289 0.29620 1.51367 0.002 -0.018 -0.067
H -0.09758 -1.90572 -0.16382 0.009 0.037 0.047
H 0.05514 -1.71913 1.46452 -0.015 0.048 -0.052
H 2.06049 0.13249 -1.35996 0.005 0.012 0.060
H 0.73921 1.28715 -1.97231 -0.038 -0.017 0.008
H 0.25830 1.77624 0.10683 0.047 0.070 -0.121
```
Forces are in eV/Å.

Properties
Total charge   0
HOMO (alpha / beta)   -8.91 / -8.88 eV
Relative energy (zero: lowest compared OMol25 entry of this formula, charge and spin)   515.7 kJ/mol


Question: Look up the relative energy (zero: lowest compared OMol25 entry of this formula, charge and spin) of the third one.
Answer: 145.2 kJ/mol